(1)
Density functional theory data (the ωB97M-V functional and the def2-TZVPD basis) for 2 unconnected molecules or ions with the total composition C6H14S.

Last column: Mulliken charge in e.
Element x y z (Å)
C (2.9065, 0.3585, -0.5754)  -1.320
C (0.7150, 1.5708, 0.3974)  -0.822
C (-2.9336, 1.0499, -0.0764)  -1.339
C (1.3967, -1.4898, 0.7492)  -1.117
C (-2.1980, -0.2827, -0.0256)  0.343
C (-1.5277, -1.0471, -0.8778)  -1.101
S (1.0997, 0.0893, -0.2785)  0.424
H (3.4080, -0.5491, -0.6970)  0.469
H (3.2176, 0.9793, 0.1202)  0.391
H (0.8287, 1.8043, 1.5331)  0.189
H (-0.2515, 1.8152, 0.0944)  0.273
H (-2.6537, 1.5824, -0.9621)  0.305
H (-3.8600, 0.7039, -0.3007)  0.494
H (-2.7414, 1.4173, 0.9417)  0.342
H (1.4454, -1.2992, 1.7903)  0.320
H (0.6700, -2.2056, 0.5667)  0.344
H (2.3263, -1.8001, 0.5429)  0.434
H (-2.4830, -0.8033, 1.0124)  0.134
H (3.0317, 0.7354, -1.5032)  0.422
H (-1.1148, -1.9822, -0.6362)  0.532
H (-1.2821, -0.6473, -1.8155)  0.283

Forces on atoms 1 to 6 (eV/Å):
-2.959 -3.386 -1.060
0.645 -0.016 2.662
3.617 -1.552 0.232
-1.858 2.851 0.529
-1.183 -2.129 2.902
-0.900 1.639 0.478

Properties
total charge = 0
2S+1 = 1
E_tot = -634.9897 Ha
HOMO level = -0.2693 Eh
orbital gap = 0.2993 hartree


(2)
Density functional theory data (the ωB97M-V functional and the def2-TZVPD basis) for 2 unconnected molecules or ions with the total composition C6H14Si.

Last column: Mulliken charge in e.
Element x y z (Å)
C (0.3051, 1.1548, 2.2181)  -0.901
C (0.5890, 1.6014, 0.9964)  1.005
C (-0.6540, 2.0856, 0.2263)  -1.327
C (1.7919, 1.6655, 0.1471)  -1.366
C (0.3484, -3.2185, -0.7337)  -1.153
C (-1.5793, -1.1770, -1.2689)  -1.159
Si (0.3537, -1.4848, -1.5325)  0.174
H (-0.6622, 1.1277, 2.6783)  0.320
H (-0.6074, 2.0116, -0.7922)  0.392
H (-1.6460, 1.5163, 0.5116)  0.277
H (-0.9812, 3.2044, 0.3905)  0.275
H (2.3417, 0.8159, 0.0943)  0.404
H (2.3534, 2.4351, 0.5146)  0.401
H (1.4660, 1.8479, -0.9151)  0.306
H (1.0297, -3.3365, 0.0307)  0.378
H (-0.5644, -3.5472, -0.4294)  0.394
H (0.5965, -4.0707, -1.4859)  0.291
H (-1.5985, -1.1078, -0.2378)  0.313
H (-1.8491, -0.2536, -1.6838)  0.355
H (-2.1987, -2.0237, -1.5690)  0.397
H (1.1655, 0.7535, 2.8403)  0.225

Forces on atoms 1 to 6 (eV/Å):
3.297 -0.868 0.696
-3.799 -0.017 -0.586
-3.223 1.325 3.243
-2.531 0.666 -1.579
1.134 -0.645 -3.802
2.024 -1.377 -1.877

Properties
total charge = 0
2S+1 = 1
E_tot = -526.3597 Ha
HOMO level = -0.2998 Eh
orbital gap = 0.2924 hartree


(3)
Density functional theory data (the ωB97M-V functional and the def2-TZVPD basis) for a molecular structure, C6H15AlF5MgN2O4S.

Last column: Mulliken charge in e.
Element x y z (Å)
C (-1.3713, 1.2589, 0.2108)  -0.469
S (-0.7988, 0.7687, 1.7572)  1.359
O (-1.8342, 0.6878, 2.8199)  -0.629
O (0.2833, 1.5582, 2.2384)  -0.481
N (-0.1099, -0.9078, 1.4351)  0.165
N (0.9450, -1.0740, 2.3987)  -0.578
C (2.0489, -1.3809, 1.8618)  0.569
O (3.1005, -1.5560, 1.4942)  -0.095
H (-1.6256, 0.2713, -0.2617)  0.167
H (-2.1783, 1.9883, 0.2461)  0.430
H (-0.4833, 1.6412, -0.3043)  0.238
H (-0.8714, -1.6034, 1.5302)  0.467
H (0.1895, -0.9164, 0.4356)  0.248
F (-1.9812, -0.6398, -1.6194)  -0.766
Mg (-0.7316, 0.0379, 4.4281)  1.296
F (-2.0320, -2.0468, 6.8086)  -0.369
Al (-2.2588, -2.2323, 8.5246)  0.577
F (-1.4368, -3.6195, 9.0104)  -0.363
F (-3.9090, -2.3477, 8.8286)  -0.357
F (-1.5951, -0.8443, 9.2389)  -0.399
C (1.5342, 1.5653, -2.4549)  -1.168
C (0.9878, 0.2063, -2.8812)  0.123
O (-0.0315, 0.2876, -3.8371)  -0.368
C (0.3169, 0.8951, -5.0721)  -0.327
C (1.4289, 0.1785, -5.8186)  -1.007
H (0.7247, 2.2115, -2.1006)  0.302
H (2.2731, 1.4481, -1.6550)  0.355
H (2.0228, 2.0852, -3.2776)  0.362
H (0.5434, -0.2883, -2.0078)  -0.195
H (1.7957, -0.4458, -3.2354)  0.347
H (0.5650, 1.9527, -4.9229)  0.285
H (-0.5882, 0.8721, -5.6770)  0.339
H (2.3745, 0.2131, -5.2733)  0.251
H (1.5910, 0.6420, -6.7913)  0.395
H (1.1742, -0.8711, -5.9678)  0.297

Forces on atoms 1 to 6 (eV/Å):
0.700 -0.604 0.621
-1.529 4.565 -1.281
0.826 -2.322 0.386
1.375 -0.975 0.670
-0.049 -0.019 -0.282
-1.097 -0.487 -0.178

Properties
total charge = +1
2S+1 = 1
E_tot = -1987.8089 Ha
HOMO level = -0.4435 Eh
orbital gap = 0.1061 hartree


(4)
Density functional theory data (the ωB97M-V functional and the def2-TZVPD basis) for a molecular structure, C6H15AuN3SbSe4.

Last column: Mulliken charge in e.
Element x y z (Å)
Au (0.1415, 0.0791, 1.3091)  0.716
C (-2.2314, -1.0324, -0.2591)  -0.651
C (-1.8388, -0.1496, -1.4611)  -0.804
N (-0.6069, 0.5801, -1.2621)  0.378
C (0.5479, 0.2468, -2.0663)  -0.731
C (1.8239, 0.0686, -1.2393)  -0.807
N (1.6587, -0.7628, -0.0227)  -0.341
C (1.3113, -2.1860, -0.1992)  -0.780
C (-0.1813, -2.4141, -0.4361)  -0.486
N (-1.0449, -1.5860, 0.4415)  -0.277
H (-2.8835, -1.8444, -0.5959)  0.362
H (-2.7665, -0.4378, 0.4800)  0.348
H (-2.6701, 0.5383, -1.6288)  0.418
H (-1.7679, -0.7624, -2.3653)  0.319
H (-0.7389, 1.5804, -1.1109)  -0.128
H (0.7704, 1.0194, -2.8103)  0.446
H (0.3453, -0.6636, -2.6355)  0.313
H (2.1568, 1.0423, -0.8765)  0.416
H (2.6114, -0.3551, -1.8717)  0.353
H (2.5283, -0.7007, 0.4961)  0.387
H (1.6142, -2.6942, 0.7173)  0.418
H (1.8729, -2.6305, -1.0277)  0.330
H (-0.3967, -3.4746, -0.2906)  0.482
H (-0.4361, -2.1856, -1.4658)  0.184
H (-1.3739, -2.1394, 1.2250)  0.321
Se (-0.7334, 4.8769, 3.8606)  -0.535
Sb (-0.6250, 3.3401, 2.0786)  0.826
Se (-1.5808, 1.0112, 2.7073)  -0.447
Se (-1.1729, 3.8461, -0.2020)  -0.590
Se (1.5220, 1.8718, 2.1211)  -0.441

Forces on atoms 1 to 6 (eV/Å):
-0.033 0.059 0.023
0.018 0.005 0.027
-0.043 -0.012 -0.045
0.041 0.008 0.035
0.010 -0.011 -0.006
0.002 0.001 0.004

Properties
total charge = 0
2S+1 = 1
E_tot = -10383.5857 Ha
HOMO level = -0.2720 Eh
orbital gap = 0.2260 hartree


(5)
Density functional theory data (the ωB97M-V functional and the def2-TZVPD basis) for 2 unconnected molecules or ions with the total composition C6H15B.

Last column: Mulliken charge in e.
Element x y z (Å)
B (-1.0121, 0.7403, -0.3343)  0.064
C (-1.3472, 2.0185, 0.4081)  -0.706
C (-2.0997, -1.2490, 0.3240)  -0.830
C (2.5674, 0.9895, -0.2320)  -1.015
C (2.0822, -1.5040, 0.4162)  -1.177
C (-2.2286, -0.1793, -0.7328)  -0.480
C (1.7371, -0.2507, -0.4155)  0.023
H (-1.9865, 1.6934, 1.3234)  0.274
H (-2.0317, 2.5520, -0.3840)  0.256
H (-0.4860, 2.6501, 0.7405)  0.188
H (-0.9732, -1.4317, 0.4184)  -0.044
H (-2.4329, -0.9648, 1.2800)  0.337
H (-2.7466, -2.0503, 0.0116)  0.374
H (2.4336, 1.4411, 0.7414)  0.269
H (2.1320, 1.5561, -1.1015)  0.210
H (3.5658, 0.6037, -0.3578)  0.403
H (2.4140, -1.3828, 1.5051)  0.267
H (1.2397, -2.2177, 0.4779)  0.277
H (2.8492, -2.1495, 0.0343)  0.395
H (-2.1635, -0.6902, -1.7999)  0.235
H (-3.1636, 0.3154, -0.8586)  0.390
H (1.6509, -0.4900, -1.4645)  0.290

Forces on atoms 1 to 6 (eV/Å):
0.182 -0.962 -0.636
-0.613 1.166 0.538
1.241 -0.424 -0.682
-1.974 -0.754 -1.273
-1.064 0.047 1.670
1.778 -0.653 -3.159

Properties
total charge = 0
2S+1 = 1
E_tot = -262.2633 Ha
HOMO level (alpha / beta) = -0.2751 / -0.2574 Eh
orbital gap (alpha / beta) = 0.2895 / 0.2813 hartree


(6)
Density functional theory data (the ωB97M-V functional and the def2-TZVPD basis) for 2 unconnected molecules or ions with the total composition C6H15B.

Last column: Mulliken charge in e.
Element x y z (Å)
C (-0.4675, 1.7522, -1.4347)  -0.419
B (0.3391, 0.8065, -0.8629)  -0.138
C (1.2255, -0.2379, -0.1982)  1.255
C (0.9708, -0.5333, 1.3140)  -1.400
C (1.0810, -1.5151, -0.9938)  -1.754
C (2.7194, 0.1552, -0.3232)  -1.545
H (-0.4247, 2.6381, -2.0620)  0.254
H (-1.4897, 1.7167, -0.9764)  0.150
H (1.8677, -1.2059, 1.7265)  0.295
H (0.0271, -1.1400, 1.4475)  0.320
H (0.8348, 0.3773, 1.7623)  0.471
H (1.7487, -2.1691, -0.5760)  0.523
H (1.2840, -1.3065, -2.0436)  0.392
H (0.0705, -1.8661, -0.8831)  0.424
H (3.0228, 0.8457, 0.4407)  0.390
H (3.3511, -0.7848, -0.2003)  0.355
H (2.9246, 0.6439, -1.2792)  0.420
C (-3.1299, 1.3405, 1.9167)  -0.660
H (-3.0243, 2.1669, 2.6728)  0.247
H (-2.1290, 0.9558, 1.7632)  -0.062
H (-3.7641, 0.5157, 2.3145)  0.256
H (-3.4566, 1.6817, 0.9519)  0.227

Forces on atoms 1 to 6 (eV/Å):
-1.421 0.662 0.400
0.241 0.813 0.275
0.835 -0.674 0.725
0.532 -3.715 -1.424
-1.547 1.555 -0.940
0.289 -0.587 -0.259

Properties
total charge = 0
2S+1 = 1
E_tot = -262.3625 Ha
HOMO level = -0.3109 Eh
SMILES = C=BC(C)(C)C.C
orbital gap = 0.3351 hartree